No. 1
{"formula": "H15NaO9", "method": "ωB97M-V/def2-TZVPD", "multiplicity": 1, "gap_ev": 5.5791, "total_energy_ha": -848.4714, "total_charge": -2, "e_above_lowest_kj_mol": 103.3, "e_lumo_ev": 4.34, "symbols": ["Na", "O", "H", "O", "H", "O", "H", "O", "H", "H", "O", "H", "H", "O", "H", "H", "O", "H", "H", "O", "H", "H", "O", "H", "H"], "xyz": [[0.0583, 0.0459, 0.0360], [-1.4143, -1.8330, 0.0865], [-1.6001, -2.7793, -0.0705], [1.7327, 1.0772, 1.5126], [1.2344, 1.8217, 1.1227], [2.1217, -0.6251, -1.4594], [1.8143, -1.3375, -2.0531], [0.7464, 1.1970, -2.5567], [0.6882, 1.0744, -3.5042], [1.2259, 0.4297, -2.2444], [-2.3300, -0.0531, -1.8562], [-2.2203, -0.5547, -2.6641], [-2.0283, -0.6425, -1.1650], [2.2264, -1.5853, 1.0803], [2.1986, -0.7077, 1.4612], [2.4976, -1.4447, 0.1731], [-1.5650, 2.1697, 0.0199], [-1.8210, 3.0711, 0.2149], [-2.3263, 1.7942, -0.4224], [-0.6617, 1.8421, 2.5396], [0.2216, 1.5689, 2.2917], [-1.0902, 2.0508, 1.7095], [0.0301, -2.3068, 2.2837], [0.8512, -1.9878, 1.9092], [-0.5903, -2.2854, 1.5551]], "forces_ev_per_a": [[0.71, -0.64, 0.01], [-0.55, -0.22, -0.64], [0.17, 0.89, -0.09], [-1.02, 0.69, -0.07], [1.09, -0.22, -0.17], [-0.39, -0.71, -0.80], [0.28, 0.14, 0.51], [-1.61, 2.22, -1.17], [-0.10, 0.03, -0.14], [1.83, -1.71, 1.33], [-0.86, 1.30, -0.95], [0.20, 0.00, -0.01], [0.42, -1.68, 1.37], [0.68, -1.28, 1.06], [-0.01, 1.30, -0.02], [-0.23, 0.57, -1.26], [-0.09, 0.29, -0.23], [0.11, 0.29, -0.01], [-0.17, -0.55, -0.47], [-1.60, 0.89, 1.07], [1.63, -0.89, 0.05], [-0.08, -0.32, 0.03], [-0.32, -0.75, 1.97], [0.55, -0.11, -0.48], [-0.64, 0.44, -0.91]]}

***

No. 2
{"formula": "H15O7", "method": "ωB97M-V/def2-TZVPD", "multiplicity": 1, "gap_ev": 12.1256, "total_energy_ha": -535.4376, "total_charge": 1, "e_above_lowest_kj_mol": 129.4, "e_lumo_ev": -3.02, "symbols": ["O", "H", "H", "O", "H", "H", "O", "H", "H", "O", "H", "H", "O", "H", "H", "O", "H", "H", "O", "H", "H", "H"], "xyz": [[-0.1176, 1.0042, -2.5925], [-1.0587, 1.1206, -2.7468], [0.3304, 1.8466, -2.6852], [1.3457, -0.5479, 2.2144], [2.1080, -1.0074, 2.5758], [0.6261, -0.5817, 2.8495], [1.0411, 1.6039, 0.2947], [1.8005, 2.0447, -0.1034], [1.5166, 1.1088, 0.9940], [1.4341, -2.9331, -0.4954], [2.0816, -2.4804, -1.0413], [1.3202, -3.8073, -0.8846], [-2.2138, 0.1438, -0.0030], [-2.8241, -0.3231, 0.5816], [-1.5810, 0.6122, 0.6171], [-1.1405, 1.7921, 1.7682], [-1.6683, 2.5893, 1.6444], [-0.2729, 1.9088, 1.3252], [-0.7242, -1.3113, -1.3059], [-1.5023, -0.7156, -0.6832], [-0.3053, -0.5961, -1.8358], [-0.1955, -1.4712, -0.4876]], "forces_ev_per_a": [[-0.16, -0.81, 0.15], [-0.01, 0.54, -0.25], [-0.11, 0.13, -0.03], [-0.08, 0.35, -0.60], [-0.13, -0.12, 0.23], [0.18, -0.08, 0.30], [1.17, -0.41, 0.41], [-0.29, 0.44, -0.35], [-0.57, -0.36, 0.00], [-0.20, 0.18, 0.19], [0.20, -0.14, -0.09], [0.05, 0.05, -0.02], [0.62, -0.75, -0.02], [-0.27, 0.05, 0.00], [-0.60, 0.58, 0.16], [0.05, -0.57, -0.10], [0.22, 0.02, 0.00], [-0.29, 0.60, 0.09], [-0.88, 0.44, 1.69], [-0.38, 0.31, -0.70], [0.57, 0.23, -0.03], [0.93, -0.67, -1.03]]}

***

No. 3
{"formula": "H16N5", "method": "ωB97M-V/def2-TZVPD", "multiplicity": 1, "gap_ev": 10.6589, "total_energy_ha": -283.1462, "total_charge": 1, "e_above_lowest_kj_mol": 106.7, "e_lumo_ev": -2.74, "symbols": ["N", "H", "H", "H", "H", "N", "H", "H", "H", "N", "H", "H", "H", "N", "H", "H", "H", "N", "H", "H", "H"], "xyz": [[-0.4659, -0.3198, -0.2573], [0.2359, -0.7355, -0.8934], [-0.6767, 0.6151, -0.6065], [-1.4260, -0.9034, -0.2058], [-0.1984, -0.2300, 0.7541], [0.6075, 3.4045, -0.8411], [0.9952, 3.7452, -1.6608], [1.2590, 3.4852, -0.0990], [-0.1801, 3.9648, -0.6428], [-2.7089, -1.7384, 0.6637], [-3.0454, -2.4578, 0.0327], [-3.5162, -1.0963, 0.8243], [-2.5217, -2.1866, 1.5098], [1.5804, -0.7120, -2.6528], [1.4464, -1.5066, -3.2609], [2.6009, -0.7169, -2.3678], [1.1809, 0.2497, -2.7566], [1.0307, -0.7387, 3.0005], [1.8736, -0.3418, 2.4154], [1.2309, -1.6459, 3.3365], [0.6980, -0.1346, 3.7077]], "forces_ev_per_a": [[-1.71, -0.34, 0.71], [0.27, -0.04, 0.24], [0.14, 0.14, 0.01], [1.44, 0.62, 0.36], [0.33, -0.36, -0.97], [-0.84, -1.82, 0.77], [1.05, 0.72, -1.79], [0.65, 0.23, 0.64], [-0.93, 0.69, 0.39], [-1.36, 1.54, -1.86], [-0.12, -0.04, -0.03], [0.86, -0.75, -0.13], [0.49, -0.76, 1.73], [1.53, 0.62, 2.12], [-0.57, 0.81, -0.54], [-1.92, 0.42, -0.55], [0.78, -1.76, -0.85], [1.65, 1.21, -3.59], [-2.22, -1.01, 2.18], [0.37, -0.79, 0.43], [0.11, 0.70, 0.74]]}

***

What did the third record say?
{"formula": "H16N5", "method": "ωB97M-V/def2-TZVPD", "multiplicity": 1, "gap_ev": 10.6589, "total_energy_ha": -283.1462, "total_charge": 1, "e_above_lowest_kj_mol": 106.7, "e_lumo_ev": -2.74, "symbols": ["N", "H", "H", "H", "H", "N", "H", "H", "H", "N", "H", "H", "H", "N", "H", "H", "H", "N", "H", "H", "H"], "xyz": [[-0.4659, -0.3198, -0.2573], [0.2359, -0.7355, -0.8934], [-0.6767, 0.6151, -0.6065], [-1.4260, -0.9034, -0.2058], [-0.1984, -0.2300, 0.7541], [0.6075, 3.4045, -0.8411], [0.9952, 3.7452, -1.6608], [1.2590, 3.4852, -0.0990], [-0.1801, 3.9648, -0.6428], [-2.7089, -1.7384, 0.6637], [-3.0454, -2.4578, 0.0327], [-3.5162, -1.0963, 0.8243], [-2.5217, -2.1866, 1.5098], [1.5804, -0.7120, -2.6528], [1.4464, -1.5066, -3.2609], [2.6009, -0.7169, -2.3678], [1.1809, 0.2497, -2.7566], [1.0307, -0.7387, 3.0005], [1.8736, -0.3418, 2.4154], [1.2309, -1.6459, 3.3365], [0.6980, -0.1346, 3.7077]], "forces_ev_per_a": [[-1.71, -0.34, 0.71], [0.27, -0.04, 0.24], [0.14, 0.14, 0.01], [1.44, 0.62, 0.36], [0.33, -0.36, -0.97], [-0.84, -1.82, 0.77], [1.05, 0.72, -1.79], [0.65, 0.23, 0.64], [-0.93, 0.69, 0.39], [-1.36, 1.54, -1.86], [-0.12, -0.04, -0.03], [0.86, -0.75, -0.13], [0.49, -0.76, 1.73], [1.53, 0.62, 2.12], [-0.57, 0.81, -0.54], [-1.92, 0.42, -0.55], [0.78, -1.76, -0.85], [1.65, 1.21, -3.59], [-2.22, -1.01, 2.18], [0.37, -0.79, 0.43], [0.11, 0.70, 0.74]]}